Here is a single C3H6O2 molecule from OMol25. Energies are from wB97M-V/def2-TZVPD.

For the max |F|, the calculation gives 5.92 eV/A. The value obtained for the HOMO-LUMO gap is 10.985 eV. The energy relative to the best compared isomer or geometry (same formula, charge and spin) comes out at 474.48 kJ/mol. The calculation puts the energy at -268.2245 Eh. Its SMILES is OC[C@@H]1CO1. The LUMO energy comes out at 0.950 eV. The HOMO energy is -10.036 eV. As for the spin multiplicity: 1.

Geometry as XYZ:
```
11
Properties=species:S:1:pos:R:3:nbo_charge:R:1
C 1.22 -0.77 0.06 -0.087
C -0.22 -0.36 -0.68 0.025
C -1.15 0.86 -0.71 -0.126
H 0.36 0.61 1.35 0.467
H 0.75 -1.70 0.75 0.195
H 2.16 -0.87 -0.50 0.220
H -0.63 -0.95 -1.58 0.178
H -1.73 1.41 -1.59 0.212
H -0.71 1.58 -0.13 0.166
O 1.42 0.42 1.00 -0.738
O -1.33 -0.23 0.21 -0.513
```

---

Here is a single C2H5NO2 molecule from OMol25. Energies are from wB97M-V/def2-TZVPD.

For the max |F|, the calculation gives 3.46 eV/A. The value obtained for the HOMO-LUMO gap is 10.461 eV. The energy relative to the best compared isomer or geometry (same formula, charge and spin) comes out at 265.40 kJ/mol. The calculation puts the energy at -284.3663 Eh. Its SMILES is CN(O)C=O. The LUMO energy comes out at 0.769 eV. The HOMO energy is -9.692 eV. As for the spin multiplicity: 1.

Geometry as XYZ:
```
10
Properties=species:S:1:pos:R:3:nbo_charge:R:1
C 0.43 1.38 -0.96 -0.447
C 0.76 -0.45 0.61 0.485
H -0.34 2.04 -0.40 0.217
H 0.38 1.49 -2.08 0.223
H 1.37 1.78 -0.55 0.214
H -1.54 -0.70 0.26 0.490
H 1.81 -0.12 0.64 0.144
N 0.09 -0.07 -0.55 -0.159
O -1.34 -0.20 -0.54 -0.556
O 0.16 -1.01 1.55 -0.609
```

---

Here is a single C5H6O2 molecule from OMol25. Energies are from wB97M-V/def2-TZVPD.

For the max |F|, the calculation gives 0.49 eV/A. The value obtained for the HOMO-LUMO gap is 9.109 eV. The energy relative to the best compared isomer or geometry (same formula, charge and spin) comes out at 391.54 kJ/mol. The calculation puts the energy at -344.4528 Eh. The LUMO energy comes out at -0.631 eV. The HOMO energy is -9.740 eV. As for the spin multiplicity: 1.

Geometry as XYZ:
```
13
Properties=species:S:1:pos:R:3:nbo_charge:R:1
O 1.84 1.23 -1.06 -0.509
C 1.04 0.51 -0.51 0.602
C 1.22 -0.01 0.90 -0.711
C -1.51 0.02 1.10 -0.105
C -1.40 -0.08 -0.29 0.391
O -2.59 -0.17 -0.62 -0.505
C -0.22 0.05 -1.22 -0.615
H 2.11 0.42 1.37 0.252
H 1.28 -1.10 0.90 0.237
H 0.35 0.30 1.50 0.237
H -1.62 -0.94 1.64 0.182
H -0.47 0.71 -2.05 0.272
H -0.04 -0.95 -1.65 0.271
```

---

Here is a gas-phase ion, C3H6N3S (charge +1) from OMol25. Energies are from wB97M-V/def2-TZVPD.

For the max |F|, the calculation gives 5.10 eV/A. The value obtained for the HOMO-LUMO gap is 10.398 eV. The energy relative to the best compared isomer or geometry (same formula, charge and spin) comes out at 213.67 kJ/mol. The calculation puts the energy at -680.0296 Eh. The charge is +1. The LUMO energy comes out at -5.420 eV. The HOMO energy is -15.818 eV. As for the spin multiplicity: 1.

Geometry as XYZ:
```
13
Properties=species:S:1:pos:R:3:nbo_charge:R:1
C 1.37 0.51 -0.02 0.186
C 0.28 1.47 0.03 -0.722
C 0.03 -1.47 -0.01 -0.469
N 2.42 -1.43 0.03 0.044
N 3.49 -0.79 0.00 -0.247
N 1.29 -0.81 0.01 -0.148
S 3.14 0.84 -0.02 0.714
H -0.77 1.00 0.04 0.276
H 0.39 2.13 0.86 0.290
H 0.34 2.11 -0.87 0.294
H -0.56 -1.55 -0.89 0.260
H 0.05 -2.53 0.37 0.283
H -0.60 -1.11 0.73 0.240
```

---

Here is a molecular structure, C45H41GeN3O2P2Ru from OMol25. Energies are from wB97M-V/def2-TZVPD.

For the max |F|, the calculation gives 0.79 eV/A. The value obtained for the HOMO-LUMO gap (alpha / beta) is 5.736 / 5.853 eV. The energy relative to the best compared isomer or geometry (same formula, charge and spin) comes out at 0.00 kJ/mol. The calculation puts the energy at -4908.7369 Eh. The charge is -1. The LUMO energy (alpha / beta) comes out at 2.190 / 2.168 eV. The HOMO energy (alpha / beta) is -3.545 / -3.685 eV. The expectation value of S² is 0.783. As for the spin multiplicity: 2.

Geometry as XYZ:
```
95
Properties=species:S:1:pos:R:3:lowdin_spin:R:1
Ru 1.33 -1.05 1.14 0.165
C -2.18 -2.46 3.32 0.000
N -0.91 -2.27 2.65 0.012
P 0.40 -1.26 3.16 0.017
C -0.33 0.34 3.55 0.100
C -0.33 1.13 2.37 0.064
C -0.99 2.39 2.41 0.085
C -1.58 2.81 3.57 0.003
C -1.57 2.02 4.73 0.116
C -0.95 0.77 4.71 -0.005
C 0.91 -1.97 4.75 0.001
C 1.69 -1.19 5.61 0.002
C 2.16 -1.72 6.80 0.000
C 1.87 -3.03 7.15 0.000
C 1.10 -3.81 6.30 0.000
C 0.63 -3.28 5.11 0.000
P -0.57 -2.17 0.97 0.020
C -0.49 -3.90 0.41 0.005
C -0.13 -4.92 1.29 0.003
C -0.01 -6.23 0.84 0.000
C -0.24 -6.53 -0.50 0.002
C -0.58 -5.51 -1.39 0.000
C -0.71 -4.21 -0.94 0.002
C -2.08 -1.61 0.12 0.001
C -3.25 -2.37 0.19 0.000
C -4.40 -1.94 -0.46 0.001
C -4.38 -0.77 -1.20 0.000
C -3.22 -0.02 -1.29 0.001
C -2.07 -0.44 -0.63 0.005
H -2.02 -2.45 4.40 0.000
H -2.60 -3.43 3.05 0.000
H -2.90 -1.68 3.07 0.000
H 0.22 1.15 0.29 0.019
H -1.01 2.99 1.51 0.004
H -2.08 3.77 3.59 -0.003
H -2.05 2.37 5.64 0.008
H -0.94 0.15 5.60 -0.003
H 1.92 -0.17 5.35 0.001
H 2.77 -1.11 7.46 0.000
H 2.24 -3.45 8.08 0.000
H 0.87 -4.84 6.56 0.000
H 0.03 -3.90 4.44 0.000
H 0.06 -4.68 2.32 0.000
H 0.26 -7.01 1.53 0.000
H -0.14 -7.55 -0.85 0.000
H -0.75 -5.74 -2.43 0.000
H -0.99 -3.43 -1.63 0.000
H -3.26 -3.30 0.73 0.000
H -5.31 -2.53 -0.40 0.000
H -5.28 -0.44 -1.72 0.000
H -3.18 0.89 -1.88 0.000
H -1.18 0.17 -0.71 0.003
N 1.90 -0.61 -0.90 0.002
N 3.30 -0.75 -1.05 0.000
C 4.06 -0.81 0.14 0.001
O 5.26 -0.59 0.07 0.001
O 3.41 -1.17 1.21 0.010
H 1.45 -1.19 -1.60 0.000
H 1.62 0.35 -1.10 0.000
H 3.70 -0.11 -1.73 0.000
C 0.34 0.61 1.23 0.353
Ge -0.07 2.57 -2.16 -0.001
C -0.20 4.49 -2.76 0.000
C -0.80 4.97 -3.92 0.000
C -0.90 6.34 -4.19 0.000
C -0.39 7.27 -3.30 0.000
C 0.23 6.82 -2.14 0.000
C 0.32 5.46 -1.88 0.000
C -0.68 1.54 -3.79 0.000
C -1.93 1.80 -4.37 0.000
C -2.50 0.96 -5.31 0.000
C -1.85 -0.20 -5.71 0.000
C -0.62 -0.50 -5.13 0.000
C -0.06 0.35 -4.20 0.000
C 1.95 2.46 -2.31 0.000
C 2.68 2.63 -1.13 0.002
C 4.06 2.58 -1.09 0.000
C 4.78 2.32 -2.25 0.000
C 4.08 2.15 -3.45 0.000
C 2.70 2.22 -3.47 0.000
H -1.18 4.28 -4.66 0.000
H -1.38 6.67 -5.11 0.000
H -0.46 8.33 -3.51 0.000
H 0.65 7.53 -1.44 0.000
H 0.80 5.13 -0.96 0.000
H -2.49 2.68 -4.05 0.000
H -3.47 1.21 -5.74 0.000
H -2.29 -0.86 -6.44 0.000
H -0.10 -1.41 -5.42 0.000
H 0.90 0.07 -3.76 0.000
H 2.14 2.80 -0.20 0.002
H 4.59 2.69 -0.15 0.000
H 5.86 2.24 -2.22 0.000
H 4.63 1.96 -4.36 0.000
H 2.19 2.12 -4.42 0.000
```

---

Here is a single C4H4N2O2 molecule from OMol25. Energies are from wB97M-V/def2-TZVPD.

For the max |F|, the calculation gives 5.66 eV/A. The value obtained for the HOMO-LUMO gap is 8.176 eV. The energy relative to the best compared isomer or geometry (same formula, charge and spin) comes out at 682.19 kJ/mol. The calculation puts the energy at -414.5864 Eh. Its SMILES is O/N=c1/cccno1. The LUMO energy comes out at -0.742 eV. The HOMO energy is -8.918 eV. As for the spin multiplicity: 1.

Geometry as XYZ:
```
12
Properties=species:S:1:pos:R:3:nbo_charge:R:1
C -0.23 -0.37 0.44 0.371
C -1.14 -0.18 -0.61 -0.154
C -1.15 0.79 -1.65 -0.280
C 0.16 1.41 -1.57 -0.001
H 1.28 -1.24 1.91 0.465
H -1.96 -0.75 -0.15 0.250
H -1.86 1.00 -2.46 0.260
H 0.46 2.53 -2.11 0.232
N -0.60 -1.10 1.38 -0.129
N 1.28 1.10 -0.89 -0.093
O 0.28 -1.42 2.36 -0.504
O 1.16 0.00 0.11 -0.417
```

---

Here is a single C10H18INO2 molecule from OMol25. Energies are from wB97M-V/def2-TZVPD.

For the max |F|, the calculation gives 0.69 eV/A. The value obtained for the HOMO-LUMO gap is 9.942 eV. The energy relative to the best compared isomer or geometry (same formula, charge and spin) comes out at 0.00 kJ/mol. The calculation puts the energy at -894.7580 Eh. Its SMILES is CC(=O)NCCCC[C@@H]1COC[C@H]1I. The LUMO energy comes out at 0.478 eV. The HOMO energy is -9.464 eV. As for the spin multiplicity: 1.

Geometry as XYZ:
```
32
Properties=species:S:1:pos:R:3:nbo_charge:R:1
C 3.01 -1.41 0.79 -0.725
C 2.53 -1.13 -0.62 0.692
O 2.08 -2.00 -1.32 -0.580
N 2.81 0.15 -1.14 -0.661
C 2.00 1.34 -0.80 -0.213
C 1.56 1.44 0.66 -0.418
C 0.25 0.70 0.96 -0.411
C -0.97 1.38 0.33 -0.403
C -2.17 0.48 0.09 -0.276
C -2.58 -0.46 1.22 -0.065
O -3.36 -1.49 0.61 -0.529
C -3.20 -1.45 -0.81 -0.097
C -2.00 -0.54 -1.03 -0.318
I -1.96 0.32 -2.97 0.083
H 3.09 -2.49 0.90 0.242
H 2.32 -1.03 1.54 0.230
H 3.98 -0.94 0.96 0.234
H 2.75 0.02 -2.15 0.384
H 1.11 1.34 -1.44 0.185
H 2.59 2.22 -1.07 0.203
H 2.37 1.08 1.30 0.215
H 1.43 2.50 0.91 0.214
H 0.33 -0.33 0.59 0.198
H 0.11 0.62 2.04 0.212
H -1.26 2.23 0.96 0.212
H -0.69 1.81 -0.64 0.213
H -3.03 1.10 -0.16 0.217
H -3.19 0.03 1.98 0.191
H -1.71 -0.91 1.71 0.169
H -4.09 -1.02 -1.29 0.176
H -3.05 -2.46 -1.18 0.199
H -1.06 -1.09 -0.93 0.230
```

---

Here is 14 unconnected molecules or ions with the total composition C14H56O14 from OMol25. Energies are from wB97M-V/def2-TZVPD.

For the max |F|, the calculation gives 1.43 eV/A. The value obtained for the HOMO-LUMO gap is 9.794 eV. The energy relative to the best compared isomer or geometry (same formula, charge and spin) comes out at 41.72 kJ/mol. The calculation puts the energy at -1620.1363 Eh. The LUMO energy comes out at 0.392 eV. The HOMO energy is -9.402 eV. As for the spin multiplicity: 1.

Geometry as XYZ:
```
84
Properties=species:S:1:pos:R:3:mulliken_charge:R:1
C 4.12 -1.36 -0.40 -0.466
O 3.87 -1.83 -1.74 -0.512
H 5.03 -0.76 -0.44 0.300
H 3.29 -0.71 -0.15 0.069
H 4.19 -2.16 0.34 0.348
H 4.39 -2.61 -1.97 0.238
C -0.10 -2.36 4.23 -0.927
O 0.32 -1.70 3.09 -0.267
H 0.13 -3.41 4.07 0.323
H 0.46 -2.02 5.11 0.262
H -1.17 -2.25 4.43 0.312
H -0.08 -0.82 3.06 0.407
C 1.17 -3.75 0.08 -0.478
O 1.78 -3.04 1.15 -0.443
H 0.41 -3.20 -0.50 0.059
H 2.03 -3.94 -0.58 0.242
H 0.78 -4.72 0.38 0.381
H 1.18 -2.64 1.79 0.382
C 2.92 1.61 2.28 -0.337
O 4.20 1.91 1.72 -0.544
H 2.69 2.17 3.20 0.369
H 2.14 1.79 1.53 -0.038
H 2.91 0.54 2.53 0.272
H 4.88 1.59 2.32 0.292
C -2.71 3.61 2.57 -0.876
O -1.77 2.68 2.14 -0.362
H -3.50 3.80 1.84 0.276
H -3.16 3.17 3.46 0.306
H -2.25 4.56 2.87 0.310
H -1.28 3.04 1.38 0.352
C -1.84 -3.06 -3.15 -0.072
O -2.47 -3.51 -4.37 -0.581
H -2.66 -2.89 -2.45 0.187
H -1.22 -3.87 -2.74 0.245
H -1.24 -2.14 -3.23 -0.141
H -1.84 -3.62 -5.08 0.300
C -1.14 1.04 5.05 -0.808
O -1.00 0.62 3.68 -0.451
H -2.20 0.98 5.33 0.322
H -0.64 0.26 5.64 0.275
H -0.72 2.02 5.32 0.267
H -1.23 1.37 3.10 0.361
C 1.50 -1.84 -4.01 -1.007
O 1.36 -1.19 -2.72 0.037
H 0.54 -1.76 -4.52 0.330
H 2.29 -1.43 -4.65 0.248
H 1.68 -2.91 -3.85 0.343
H 2.18 -1.41 -2.24 0.070
C -2.21 -3.47 1.38 -0.241
O -2.61 -2.56 0.40 -0.499
H -1.20 -3.85 1.20 -0.020
H -2.23 -3.00 2.36 0.069
H -2.89 -4.33 1.40 0.344
H -1.84 -2.19 -0.06 0.248
C -0.97 1.62 -3.38 -0.295
O -0.91 2.87 -2.69 -0.482
H -1.59 0.85 -2.89 0.042
H -1.38 1.81 -4.37 0.523
H 0.03 1.21 -3.49 -0.108
H -1.45 3.49 -3.20 0.245
C -4.12 0.98 0.10 0.206
O -5.44 1.14 -0.43 -0.603
H -3.39 0.53 -0.59 -0.063
H -3.74 1.92 0.50 -0.072
H -4.25 0.29 0.92 0.176
H -5.46 1.14 -1.39 0.326
C 2.97 1.88 -2.91 0.044
O 3.46 3.19 -2.90 -0.582
H 3.67 1.11 -2.51 0.186
H 2.02 1.80 -2.37 -0.165
H 2.77 1.65 -3.95 0.181
H 3.77 3.43 -2.02 0.310
C 0.45 4.60 -0.20 -0.508
O -0.85 4.02 -0.05 -0.564
H 1.17 3.77 -0.27 0.082
H 0.59 5.23 -1.08 0.256
H 0.66 5.15 0.71 0.337
H -0.97 3.41 -0.79 0.313
C -0.41 -0.01 -0.11 -0.111
O -0.84 -1.05 -0.96 0.405
H -0.29 0.93 -0.66 -0.239
H -1.19 0.13 0.63 0.160
H 0.53 -0.25 0.42 0.088
H -0.14 -1.26 -1.59 -0.161
```